Entry 1:
Here is a molecular structure, C33H30ClN5O2PPt from OMol25. Energies are from the ωB97M-V functional and the def2-TZVPD basis.

Results
Charge   +3
ΔE to the lowest compared entry with this formula, charge and spin   0.0 kcal per mole
DFT total energy   -71287.4531 eV
Lowest unoccupied orbital energy (spin up / spin down)   -11.1 / -11.1 eV

CARTESIAN COORDINATES (ANGSTROEM)
C  0.456  -0.294  4.414
H  -1.123  0.489  -5.047
C  1.801  -2.278  0.776
H  -2.244  2.606  -4.816
P  1.091  0.387  0.478
H  2.399  2.479  4.670
Cl  0.468  3.579  -0.283
C  -1.267  -1.780  -0.641
N  -2.085  2.420  -1.464
C  2.276  -3.476  0.277
C  -1.435  -3.637  0.988
C  4.603  1.876  -0.778
H  2.873  4.783  -1.066
H  -3.516  0.224  3.340
O  -1.510  1.969  1.550
C  -2.342  2.906  -3.782
C  3.074  3.737  -0.878
O  -1.345  -0.935  0.404
H  -3.397  5.471  -1.831
C  1.566  -1.209  -0.098
H  -2.612  3.855  -0.092
C  1.831  1.682  4.210
H  1.624  -0.537  -2.158
C  1.182  0.741  4.999
H  -2.779  0.056  -4.633
H  1.250  0.807  6.077
C  1.771  1.589  2.830
N  -2.906  0.462  2.574
C  -2.569  3.618  -1.147
C  -0.990  -5.484  -1.045
C  -1.582  0.643  -2.988
C  0.380  -0.396  3.039
H  3.780  -0.005  -0.211
H  -0.908  -3.796  -2.367
C  -2.985  4.515  -2.121
C  -1.255  -3.203  -0.329
H  -3.143  4.852  -4.232
H  -0.825  -6.208  -1.832
C  -1.740  -0.020  -4.303
H  -0.036  -1.029  5.037
H  -2.993  2.334  4.314
H  5.602  1.476  -0.881
C  2.263  1.537  -0.250
N  -1.160  -1.356  -1.866
H  2.298  2.312  2.221
H  -1.543  -5.326  2.298
H  -1.134  -6.965  0.497
H  2.874  -4.562  -1.471
C  -2.253  1.624  2.535
H  1.659  -2.167  1.843
H  5.161  3.873  -1.328
N  -2.371  2.487  3.538
H  2.482  -4.294  0.953
C  -2.851  4.164  -3.450
C  2.052  2.898  -0.486
N  -1.215  0.016  -1.916
H  -0.184  -1.201  2.583
H  -2.765  -0.227  1.852
C  1.793  -1.363  -1.479
C  2.258  -2.566  -1.966
C  4.356  3.218  -1.022
C  -1.037  -4.134  -1.348
H  -1.612  -2.920  1.780
C  3.568  1.037  -0.403
C  1.052  0.542  2.240
C  -1.165  -5.909  0.266
C  -1.392  -4.986  1.282
H  -1.897  3.373  3.471
H  2.446  -2.685  -3.024
C  2.499  -3.622  -1.087
Pt  -1.187  0.950  -0.200
C  -1.978  2.049  -2.769
H  -1.456  -1.066  -4.248


Entry 2:
Here is 2 unconnected molecules or ions with the total composition C6H14NO from OMol25. Energies are from the ωB97M-V functional and the def2-TZVPD basis.

Results
Charge   -1
ΔE to the lowest compared entry with this formula, charge and spin   33.1 kcal per mole
DFT total energy   -9985.1864 eV
Lowest unoccupied orbital energy   3.8 eV

CARTESIAN COORDINATES (ANGSTROEM)
C  -1.677  -0.197  -0.875
H  -2.419  -0.587  -1.614
H  -2.387  1.853  -2.780
H  1.624  -2.177  0.140
C  -0.805  0.835  -1.667
N  0.998  0.058  1.301
H  -0.977  -1.047  -0.656
H  2.947  -2.703  1.225
C  1.961  -0.880  1.875
H  3.156  -1.397  0.095
H  -0.846  0.881  1.581
C  2.433  -1.837  0.790
H  -0.498  -0.515  2.704
O  -2.240  0.371  0.220
H  -2.219  2.437  -1.134
C  -1.654  2.076  -1.988
H  1.470  -1.472  2.666
H  -0.068  1.139  -0.929
H  -1.037  2.864  -2.457
H  -0.445  0.454  -2.631
H  2.805  -0.289  2.240
C  -0.122  0.133  1.896


What did the first record say?
Here is a molecular structure, C33H30ClN5O2PPt from OMol25. Energies are from the ωB97M-V functional and the def2-TZVPD basis.

Results
Charge   +3
ΔE to the lowest compared entry with this formula, charge and spin   0.0 kcal per mole
DFT total energy   -71287.4531 eV
Lowest unoccupied orbital energy (spin up / spin down)   -11.1 / -11.1 eV

CARTESIAN COORDINATES (ANGSTROEM)
C  0.456  -0.294  4.414
H  -1.123  0.489  -5.047
C  1.801  -2.278  0.776
H  -2.244  2.606  -4.816
P  1.091  0.387  0.478
H  2.399  2.479  4.670
Cl  0.468  3.579  -0.283
C  -1.267  -1.780  -0.641
N  -2.085  2.420  -1.464
C  2.276  -3.476  0.277
C  -1.435  -3.637  0.988
C  4.603  1.876  -0.778
H  2.873  4.783  -1.066
H  -3.516  0.224  3.340
O  -1.510  1.969  1.550
C  -2.342  2.906  -3.782
C  3.074  3.737  -0.878
O  -1.345  -0.935  0.404
H  -3.397  5.471  -1.831
C  1.566  -1.209  -0.098
H  -2.612  3.855  -0.092
C  1.831  1.682  4.210
H  1.624  -0.537  -2.158
C  1.182  0.741  4.999
H  -2.779  0.056  -4.633
H  1.250  0.807  6.077
C  1.771  1.589  2.830
N  -2.906  0.462  2.574
C  -2.569  3.618  -1.147
C  -0.990  -5.484  -1.045
C  -1.582  0.643  -2.988
C  0.380  -0.396  3.039
H  3.780  -0.005  -0.211
H  -0.908  -3.796  -2.367
C  -2.985  4.515  -2.121
C  -1.255  -3.203  -0.329
H  -3.143  4.852  -4.232
H  -0.825  -6.208  -1.832
C  -1.740  -0.020  -4.303
H  -0.036  -1.029  5.037
H  -2.993  2.334  4.314
H  5.602  1.476  -0.881
C  2.263  1.537  -0.250
N  -1.160  -1.356  -1.866
H  2.298  2.312  2.221
H  -1.543  -5.326  2.298
H  -1.134  -6.965  0.497
H  2.874  -4.562  -1.471
C  -2.253  1.624  2.535
H  1.659  -2.167  1.843
H  5.161  3.873  -1.328
N  -2.371  2.487  3.538
H  2.482  -4.294  0.953
C  -2.851  4.164  -3.450
C  2.052  2.898  -0.486
N  -1.215  0.016  -1.916
H  -0.184  -1.201  2.583
H  -2.765  -0.227  1.852
C  1.793  -1.363  -1.479
C  2.258  -2.566  -1.966
C  4.356  3.218  -1.022
C  -1.037  -4.134  -1.348
H  -1.612  -2.920  1.780
C  3.568  1.037  -0.403
C  1.052  0.542  2.240
C  -1.165  -5.909  0.266
C  -1.392  -4.986  1.282
H  -1.897  3.373  3.471
H  2.446  -2.685  -3.024
C  2.499  -3.622  -1.087
Pt  -1.187  0.950  -0.200
C  -1.978  2.049  -2.769
H  -1.456  -1.066  -4.248


- DFT total energy of number 1 (C33H30ClN5O2PPt)?
  -71287.4531 eV


- Among the records above, which one has the lowest DFT total energy?
  C33H30ClN5O2PPt